A cluster of 2 separate species, C7H16N2OS in total in a non-equilibrium geometry. Source: the Open Molecules 2025 dataset; level of theory: wB97M-V/def2-TZVPD.

CARTESIAN COORDINATES (ANGSTROEM)
1 C 3.4224 -0.1140 0.7608
2 C 3.1295 1.3945 0.7425
3 C 2.8728 -0.6149 -0.5824
4 C 2.2496 1.6080 -0.5072
5 C -5.1955 0.1556 0.9920
6 C -3.1338 -1.1868 0.6154
7 C -4.4234 -0.5653 0.2009
8 N -0.3724 -0.8796 -1.6967
9 N 1.8109 0.3008 -0.9385
10 O -0.4611 1.0021 -0.0639
11 S 0.2864 -0.2152 -0.2689
12 H 4.4848 -0.3294 0.8654
13 H 2.8938 -0.6001 1.5828
14 H 2.5967 1.6988 1.6415
15 H 4.0414 1.9847 0.6726
16 H 3.6443 -0.5665 -1.3589
17 H 2.4883 -1.6368 -0.5334
18 H 1.3716 2.2248 -0.3117
19 H 2.8242 2.0626 -1.3207
20 H -4.9282 0.3397 2.0197
21 H -0.4758 -0.1944 -2.4318
22 H -6.1182 0.5954 0.6529
23 H -2.3336 -0.8448 -0.0377
24 H -3.1907 -2.2718 0.5329
25 H -2.8878 -0.9199 1.6406
26 H -4.7085 -0.7322 -0.8318
27 H 0.1124 -1.6955 -2.0367

Values from the calculation:
Electronic energy: -23379.8144 eV
Energy relative to the best compared isomer or geometry (same formula, charge and spin): 0.0 kJ/mol
LUMO: 0.759 eV
HOMO level: -8.951 eV
HOMO-LUMO gap: 9.71 eV